26
Properties=species:S:1:pos:R:3 method="wB97M-V/def2-TZVPD" homo_ha="-0.40864 / -0.40863" de_lowest_kj_mol=600.0 orbital_gap_ha="0.247 / 0.247" charge=+1
C 2.60 2.33 1.39
C 1.43 2.59 2.01
C 2.92 1.04 1.04
C 0.34 1.63 2.00
C 1.90 0.05 0.95
C 0.64 0.41 1.44
C -0.39 -0.63 1.52
C -3.71 -1.48 -3.02
C -0.10 -0.30 -2.05
N -2.03 -1.43 -1.35
N -0.19 -1.90 1.37
O -2.71 -0.95 -2.40
O -1.11 -0.47 -1.01
H 3.28 3.17 1.14
H 1.11 3.51 2.41
H 3.88 0.72 0.60
H -0.52 1.79 2.65
H 2.29 -0.87 0.60
H -4.30 -2.29 -2.63
H -4.07 -0.85 -3.85
H -1.42 -0.30 1.75
H -0.57 -0.26 -2.99
H 0.58 -1.17 -2.06
H 0.53 0.50 -1.88
H 0.71 -2.37 1.15
H -1.08 -2.47 1.20